Density functional theory data (ωB97M-V/def2-TZVPD) for a gas-phase ion, C17H28Cl2NO (charge +1) in a non-equilibrium geometry.

Last columns: bonded neighbours and bond lengths (Å).
Element x y z (Å)
1 C 0.57988 -4.11453 -1.97011  C2 1.468, H22 1.059, H23 1.117, H24 1.123
2 C 1.43562 -3.11998 -2.62823  C1 1.468, C3 1.478, H25 1.179, H26 1.106
3 C 1.43213 -1.90840 -1.78195  C2 1.478, C4 1.526, H27 1.037, H28 1.138
4 C 2.40663 -0.82689 -2.24040  C3 1.526, C5 1.496, H29 1.139, H30 1.106
5 C 2.07916 0.46166 -1.55465  C4 1.496, C6 1.636, H31 1.083, H32 1.152
6 C 0.59041 1.03090 -1.92456  C5 1.636, C7 1.533, H33 1.039, H34 1.164
7 C 0.37221 2.43582 -1.35258  C6 1.533, C8 1.497, H35 1.076, H36 1.141
8 C 0.79340 2.80862 0.03457  C7 1.497, N9 1.508, H37 1.089, H38 1.123
9 N -0.40865 2.80827 0.94458  C8 1.508, C10 1.437, C11 1.503, C12 1.479
10 C -1.25734 3.95748 0.79383  N9 1.437, H39 1.068, H40 1.083, H41 1.134
11 C 0.11600 2.90354 2.35016  N9 1.503, H42 1.053, H43 1.132, H44 1.119
12 C -1.25044 1.60217 0.78816  N9 1.479, O13 1.420, H45 1.095, H46 1.065
13 O -0.58215 0.37641 1.04499  C12 1.420, C14 1.330
14 C -1.17124 -0.68534 1.58695  O13 1.330, C15 1.420, C20 1.411
15 C -0.38463 -1.61126 2.32131  C14 1.420, C16 1.362, H47 1.072
16 C -0.82737 -2.58957 3.15873  C15 1.362, C17 1.412, H48 1.103
17 C -2.20487 -2.89774 3.12956  C16 1.412, Cl18 1.723, C19 1.357
18 Cl -2.98980 -4.21746 3.91028  C17 1.723
19 C -3.00013 -2.14271 2.32990  C17 1.357, C20 1.403, H49 1.083
20 C -2.53240 -1.05605 1.57559  C14 1.411, C19 1.403, Cl21 1.756
21 Cl -3.69915 -0.21423 0.56965  C20 1.756
22 H -0.45049 -3.87841 -1.91005  C1 1.059
23 H 0.50953 -4.90980 -2.75090  C1 1.117
24 H 1.13002 -4.38742 -1.03033  C1 1.123
25 H 2.54750 -3.50778 -2.67624  C2 1.179
26 H 1.08452 -2.92948 -3.65968  C2 1.106
27 H 0.41595 -1.72614 -1.87745  C3 1.037
28 H 1.60853 -2.24392 -0.70879  C3 1.138
29 H 2.11250 -0.72681 -3.33589  C4 1.139
30 H 3.42955 -1.24828 -2.25444  C4 1.106
31 H 2.31053 0.25725 -0.51711  C5 1.083
32 H 2.78939 1.27292 -1.96168  C5 1.152
33 H -0.23334 0.42240 -1.74649  C6 1.039
34 H 0.60275 1.15251 -3.08224  C6 1.164
35 H -0.66425 2.66620 -1.52627  C7 1.076
36 H 1.08345 3.03770 -2.01093  C7 1.141
37 H 1.62936 2.17605 0.32888  C8 1.089
38 H 1.26511 3.82815 0.02073  C8 1.123
39 H -2.09066 4.01538 1.45971  C10 1.068
40 H -0.66307 4.86196 0.83065  C10 1.083
41 H -1.61781 3.94220 -0.28119  C10 1.134
42 H -0.29315 3.78606 2.75215  C11 1.053
43 H -0.01794 1.97381 2.98108  C11 1.132
44 H 1.20693 3.14261 2.27826  C11 1.119
45 H -1.68879 1.58291 -0.21543  C12 1.095
46 H -2.07932 1.73550 1.44326  C12 1.065
47 H 0.68576 -1.55113 2.29890  C15 1.072
48 H -0.10432 -3.20084 3.72515  C16 1.103
49 H -4.00553 -2.54434 2.34056  C19 1.083

Results
* total charge: +1
* gap between HOMO and LUMO: 9.12 eV
* relative energy (zero: lowest compared OMol25 entry of this formula, charge and spin): 4.051 eV
* structure (SMILES): CCCCCCCC[N+](C)(C)COc1ccc(Cl)cc1Cl